# 1
{
  "formula": "C20H49FN4O6",
  "method": "ωB97M-V with the def2-TZVPD basis set",
  "species": ["C", "C", "F", "C", "O", "C", "O", "N", "C", "C", "C", "C", "O", "H", "H", "H", "H", "H", "H", "H", "H", "H", "H", "H", "H", "H", "H", "H", "H", "C", "C", "C", "O", "C", "N", "H", "H", "H", "H", "H", "H", "H", "H", "H", "H", "H", "C", "C", "C", "O", "C", "N", "H", "H", "H", "H", "H", "H", "H", "H", "H", "H", "H", "C", "C", "C", "O", "C", "N", "H", "H", "H", "H", "H", "H", "H", "H", "H", "H", "H"],
  "positions_angstrom": [[-5.9845, 1.3970, 3.0750], [-6.1471, 0.0799, 2.3396], [-6.0561, -0.9550, 3.2536], [-5.1022, -0.1065, 1.2593], [-3.8158, -0.2173, 1.8461], [-2.9213, -0.8958, 1.0637], [-3.0890, -2.0789, 0.7811], [-1.8279, -0.1884, 0.6357], [-1.4393, 1.0547, 1.3278], [-2.3298, 2.2365, 0.9370], [-2.4630, 3.3096, 2.0118], [-2.7283, 2.8095, 3.4234], [-1.5309, 2.9948, 4.1905], [-6.8220, 1.5727, 3.7433], [-5.9143, 2.2228, 2.3757], [-5.0929, 1.3281, 3.6920], [-7.1154, 0.0535, 1.8384], [-5.1646, 0.7648, 0.6029], [-5.3243, -0.9816, 0.6536], [-1.0605, -0.8434, 0.5893], [-1.3908, 0.8961, 2.4005], [-0.4327, 1.2716, 0.9853], [-3.2896, 1.8628, 0.5976], [-1.8710, 2.7049, 0.0684], [-3.2911, 3.9583, 1.7273], [-1.5877, 3.9504, 2.0462], [-2.9634, 1.7451, 3.4284], [-3.5660, 3.3205, 3.8936], [-1.7592, 3.0311, 5.1172], [-0.2310, -1.1050, -5.3062], [0.7533, -0.5066, -4.3067], [0.3888, -0.7794, -2.8403], [-0.6605, 0.0165, -2.3293], [-1.9674, -0.4583, -2.5980], [0.9152, 0.9205, -4.5844], [-1.1564, -0.5316, -5.3560], [0.2042, -1.1020, -6.3050], [-0.4812, -2.1365, -5.0488], [1.7237, -0.9839, -4.4774], [1.2618, -0.5345, -2.2266], [0.1690, -1.8440, -2.6789], [-2.0068, -1.5512, -2.5886], [-2.3395, -0.0835, -3.5556], [-2.6159, -0.0837, -1.8100], [1.6487, 1.2878, -3.9793], [0.0660, 1.3883, -4.2775], [6.0236, 1.2051, -3.9564], [5.1763, 2.3086, -3.3330], [5.6451, 2.7400, -1.9370], [5.3078, 1.8409, -0.8995], [6.2000, 0.7575, -0.7195], [3.7720, 1.8900, -3.3408], [5.8192, 0.2332, -3.5073], [5.8037, 1.1208, -5.0199], [7.0890, 1.4157, -3.8464], [5.2609, 3.1887, -3.9768], [5.1404, 3.6760, -1.6838], [6.7239, 2.9425, -1.9292], [7.2338, 1.0533, -0.9196], [5.9361, -0.0927, -1.3535], [6.1236, 0.4401, 0.3199], [3.1871, 2.6591, -3.0229], [3.6664, 1.1818, -2.6175], [1.3007, -4.8163, 3.1657], [0.0132, -4.0091, 3.2975], [-0.2636, -3.0828, 2.1077], [0.5150, -1.8936, 2.0763], [1.8082, -2.0268, 1.5162], [0.0329, -3.2882, 4.5736], [2.1844, -4.2040, 3.3464], [1.3137, -5.6230, 3.8977], [1.3887, -5.2599, 2.1719], [-0.8166, -4.7202, 3.3337], [-1.2979, -2.7473, 2.1726], [-0.1642, -3.6204, 1.1557], [1.8145, -2.7487, 0.6940], [2.5432, -2.3250, 2.2675], [2.1007, -1.0510, 1.1275], [-0.8652, -2.8354, 4.7167], [0.6922, -2.5200, 4.4867]],
  "gap_ha": 0.349,
  "de_lowest_kcal_mol": 0.0
}

# 2
{
  "formula": "C2H3BrFI",
  "method": "ωB97M-V with the def2-TZVPD basis set",
  "species": ["C", "C", "F", "Br", "I", "H", "H", "H"],
  "positions_angstrom": [[0.2412, -0.1434, 0.6937], [-1.0204, 0.2904, 0.7125], [-2.1393, -0.4332, 0.3712], [1.8819, 0.6733, -2.5483], [0.6894, -2.0907, 0.1115], [0.7512, -0.1269, -1.5066], [1.0032, 0.5282, 1.2140], [-1.4071, 1.3023, 0.9520]],
  "gap_ha": 0.357,
  "de_lowest_kcal_mol": 37.4
}

# 3
{
  "formula": "C3H3O3Pb",
  "method": "ωB97M-V with the def2-TZVPD basis set",
  "species": ["O", "Pb", "O", "C", "O", "C", "H", "H", "C", "H"],
  "positions_angstrom": [[-0.6563, -0.1929, -0.2265], [-2.5962, -0.0932, -1.1437], [-2.2283, 1.1541, 0.4018], [-1.0204, 0.8528, 0.6583], [-0.1861, 1.3515, 1.3731], [0.6986, -0.6692, -0.1787], [0.7749, -1.4888, -0.9231], [0.8740, -1.1193, 0.8153], [1.6868, 0.3073, -0.5653], [2.6530, -0.1022, -0.2112]],
  "gap_ha": 0.259,
  "de_lowest_kcal_mol": 66.4,
  "total_charge": 1
}

| no. | lowest unoccupied orbital energy (Ha) | E_HOMO (eV) |
| --- | --- | --- |
| 1 | 0.01966 | -8.96 |
| 2 | 0.00009 | -9.70 |
| 3 | -0.23224 | -13.38 |